{"formula": "C50H56BCsN15O3", "method": "ωB97M-V/def2-TZVPD", "charge": -1, "relative_energy_kcal_mol": 5.4, "lumo_energy_ev": 1.7, "e_homo_ev": -2.82, "largest_force_ev_per_a": 1.00, "elements": ["Cs", "C", "C", "N", "C", "C", "C", "C", "C", "C", "C", "N", "C", "C", "C", "C", "C", "C", "C", "C", "N", "C", "H", "H", "H", "H", "H", "H", "H", "H", "H", "H", "H", "H", "C", "N", "C", "N", "C", "N", "C", "C", "C", "C", "C", "C", "C", "N", "N", "C", "O", "C", "C", "C", "C", "C", "C", "N", "C", "N", "C", "N", "C", "H", "H", "H", "H", "H", "H", "H", "H", "H", "H", "H", "H", "H", "H", "H", "H", "N", "C", "C", "C", "N", "H", "H", "H", "H", "H", "H", "H", "H", "H", "H", "C", "N", "C", "C", "N", "H", "H", "H", "H", "H", "H", "C", "C", "C", "O", "B", "O", "C", "C", "C", "H", "H", "H", "H", "H", "H", "H", "H", "H", "H", "H", "H"], "coordinates": [[-1.323025, 1.013434, -0.827936], [-5.851490, 2.311893, 1.056825], [-4.557308, 1.863160, 0.720382], [-3.841673, 2.401427, -0.233195], [-4.343903, 3.438918, -0.948184], [-5.625622, 3.969671, -0.675594], [-6.373395, 3.360813, 0.359285], [-6.114710, 5.078312, -1.407905], [-5.322049, 5.626023, -2.377779], [-4.060462, 5.095470, -2.688262], [-3.533603, 3.989664, -2.023990], [-2.309011, 3.440143, -2.233204], [-1.646268, 3.482565, -3.395789], [-2.190531, 3.651958, -4.682723], [-1.407005, 3.592322, -5.837189], [-0.052999, 3.364337, -5.800223], [0.559357, 3.156696, -4.541621], [1.939194, 2.873140, -4.407629], [2.481752, 2.659159, -3.174203], [1.635836, 2.735830, -2.051642], [0.356810, 3.005291, -2.136081], [-0.207001, 3.214255, -3.351366], [-6.401879, 1.825223, 1.851117], [-4.109454, 1.029625, 1.256585], [-7.362247, 3.745890, 0.585065], [-7.094984, 5.478692, -1.180433], [-5.670967, 6.491115, -2.931280], [-3.467761, 5.571092, -3.458038], [-3.255034, 3.812715, -4.780429], [-1.894911, 3.732448, -6.796687], [0.546673, 3.338268, -6.702346], [2.551268, 2.824709, -5.302493], [3.530344, 2.428253, -3.042786], [2.034971, 2.552874, -1.060001], [5.633727, 2.302064, 3.347012], [4.686246, 1.967497, 2.313382], [4.895819, 1.724122, 1.011350], [3.783025, 1.338094, 0.430252], [2.887030, 1.348088, 1.456362], [3.393986, 1.710347, 2.614889], [6.455488, 1.126375, 3.818432], [7.712099, 1.351431, 4.365138], [8.477479, 0.292726, 4.835420], [7.991274, -0.999237, 4.765137], [6.727217, -1.228388, 4.223041], [5.962182, -0.169480, 3.746249], [6.222619, -2.598919, 4.192020], [6.782119, -3.653490, 4.678090], [5.920169, -4.707213, 4.421131], [4.903557, -4.207614, 3.802870], [5.023514, -2.866148, 3.617103], [3.711841, -4.903683, 3.327516], [3.450983, -6.182681, 3.809456], [2.327194, -6.856764, 3.364191], [1.480518, -6.264779, 2.439748], [1.745595, -4.992787, 1.941094], [0.814505, -4.409776, 0.902378], [1.155628, -3.071260, 0.496173], [0.619436, -1.925691, 0.929497], [1.109154, -0.917787, 0.234048], [1.985188, -1.516143, -0.610550], [2.046454, -2.825394, -0.498179], [2.861952, -4.308648, 2.397875], [5.048784, 2.710129, 4.172290], [6.289455, 3.094404, 2.980682], [5.857613, 1.849861, 0.541455], [1.854381, 1.061420, 1.341146], [8.099604, 2.362436, 4.417677], [9.458032, 0.478228, 5.253205], [8.569984, -1.837707, 5.125059], [4.979035, -0.354336, 3.331181], [4.124947, -6.625924, 4.528757], [2.107319, -7.846414, 3.742817], [0.598761, -6.793920, 2.097166], [-0.216080, -4.383716, 1.267275], [0.837224, -5.032633, 0.005975], [-0.191649, -1.856720, 1.653192], [2.572251, -0.977156, -1.335114], [3.079061, -3.319935, 2.017124], [-0.965515, 1.456446, 2.695289], [-1.476003, 2.773995, 3.070432], [-0.419439, 3.852908, 2.804226], [-0.129844, 3.939295, 1.303740], [-1.243575, 4.552281, 0.595499], [-1.683596, 0.740054, 2.601361], [-0.301669, 1.109750, 3.377403], [-1.808853, 2.828288, 4.116690], [-2.341126, 2.993217, 2.439782], [0.500939, 3.597113, 3.342004], [-0.768579, 4.816177, 3.190437], [-0.086805, 2.886816, 1.030116], [0.844420, 4.400969, 1.095801], [-1.287484, 4.258349, -0.378129], [-1.184289, 5.562448, 0.618688], [-0.497645, 0.003239, -6.380866], [-0.753128, -1.124016, -5.499803], [-0.808666, -2.457902, -6.061288], [-0.719495, -0.956741, -4.191921], [-0.721053, -0.818017, -3.044668], [-1.285699, 0.069860, -7.134134], [0.467528, -0.112567, -6.884000], [-0.490866, 0.927495, -5.808848], [-1.629158, -2.528460, -6.779013], [-0.975316, -3.179586, -5.265363], [0.127947, -2.703800, -6.570655], [-4.374924, -4.630288, 1.182851], [-3.405738, -3.816449, 0.327310], [-2.751603, -4.740340, -0.694369], [-2.379161, -3.326720, 1.201296], [-2.483370, -1.919951, 1.431961], [-3.505822, -1.475884, 0.561912], [-4.031349, -2.516099, -0.274734], [-5.552105, -2.443083, -0.216448], [-3.576140, -2.213137, -1.699358], [-3.825960, -5.452293, 1.644508], [-5.193704, -5.047524, 0.592447], [-4.788777, -4.017767, 1.982487], [-2.302715, -5.586763, -0.169974], [-1.964707, -4.226239, -1.244179], [-3.481142, -5.132858, -1.407370], [-5.920290, -2.564760, 0.799860], [-6.014070, -3.201905, -0.853964], [-5.866454, -1.460663, -0.571529], [-2.490070, -2.164088, -1.761702], [-3.967462, -1.235450, -1.988691], [-3.941101, -2.953609, -2.416356]], "forces_ev_per_angstrom": [[-0.098, -0.557, 0.820], [0.002, 0.013, -0.002], [-0.005, 0.048, 0.025], [-0.241, 0.031, -0.076], [-0.006, 0.023, -0.094], [0.024, 0.049, 0.071], [0.000, -0.006, -0.003], [0.000, 0.005, -0.010], [-0.027, 0.017, 0.011], [0.028, -0.020, -0.005], [-0.098, -0.048, -0.071], [0.097, 0.205, 0.047], [-0.058, -0.012, 0.006], [-0.013, -0.012, 0.030], [0.012, 0.047, -0.031], [0.018, 0.090, -0.008], [0.010, 0.028, -0.004], [0.010, 0.002, -0.016], [-0.009, -0.017, -0.017], [-0.027, 0.039, -0.038], [0.193, 0.282, -0.127], [-0.023, -0.032, -0.041], [-0.001, 0.001, 0.009], [-0.017, -0.059, -0.036], [0.001, 0.002, 0.000], [-0.012, 0.007, 0.002], [-0.003, 0.004, -0.003], [-0.003, 0.004, 0.001], [0.004, -0.004, -0.001], [-0.005, 0.003, -0.005], [0.004, -0.005, -0.005], [-0.004, -0.004, -0.002], [0.016, -0.011, 0.004], [0.032, 0.001, 0.021], [0.002, 0.112, 0.030], [-0.014, -0.090, -0.023], [-0.044, 0.054, -0.011], [0.039, 0.020, -0.044], [-0.007, -0.013, 0.040], [-0.037, 0.069, 0.070], [0.054, -0.003, 0.024], [0.018, -0.027, -0.021], [-0.015, 0.011, -0.008], [-0.057, 0.026, -0.007], [0.049, 0.022, 0.030], [-0.007, -0.036, 0.028], [0.004, -0.049, -0.010], [-0.061, 0.100, -0.053], [-0.079, 0.032, -0.036], [0.036, 0.006, 0.044], [0.130, -0.123, 0.067], [-0.048, -0.003, -0.041], [0.002, 0.030, 0.000], [-0.021, 0.006, -0.010], [0.031, 0.021, -0.020], [-0.017, -0.014, 0.001], [0.033, -0.049, 0.019], [-0.030, -0.004, -0.069], [-0.102, 0.104, -0.104], [0.295, 0.214, 0.008], [-0.126, -0.146, 0.008], [0.047, -0.105, -0.029], [-0.004, -0.053, 0.010], [0.004, 0.002, -0.030], [-0.005, -0.024, 0.016], [0.036, -0.002, -0.018], [-0.047, -0.005, -0.010], [0.003, 0.010, -0.004], [0.010, 0.004, 0.003], [0.006, -0.023, 0.009], [-0.003, -0.003, -0.005], [0.012, -0.007, 0.012], [-0.004, -0.004, 0.001], [-0.008, -0.013, -0.005], [0.018, 0.033, 0.022], [-0.019, 0.004, 0.020], [-0.013, -0.017, 0.041], [0.043, 0.035, 0.004], [0.018, 0.022, -0.006], [0.052, -0.024, -0.058], [-0.012, 0.043, -0.002], [0.010, -0.004, -0.012], [-0.263, -0.177, 0.316], [-0.013, 0.063, -0.020], [0.027, -0.008, 0.004], [0.002, 0.000, 0.009], [0.011, 0.008, -0.019], [0.004, -0.003, 0.020], [0.006, -0.002, 0.010], [0.001, 0.008, -0.008], [0.296, 0.049, -0.424], [0.012, -0.020, 0.059], [-0.018, -0.021, -0.003], [0.005, -0.013, -0.013], [-0.006, -0.025, -0.018], [-0.036, 0.057, -0.045], [0.016, -0.049, -0.006], [-0.041, -0.022, -0.023], [0.193, -0.231, -0.214], [0.008, -0.004, -0.005], [-0.003, 0.019, 0.007], [-0.007, -0.025, -0.016], [0.011, 0.001, -0.005], [-0.008, -0.001, -0.013], [-0.003, -0.010, 0.000], [0.005, 0.026, 0.013], [-0.032, -0.043, -0.023], [-0.026, 0.000, 0.022], [0.131, 0.012, -0.016], [-0.136, 0.105, 0.109], [-0.134, 0.105, 0.093], [0.017, -0.013, -0.072], [0.019, -0.010, -0.022], [0.022, 0.001, 0.018], [0.009, -0.007, 0.007], [-0.017, -0.012, -0.017], [-0.002, 0.010, 0.004], [-0.003, -0.008, 0.004], [0.009, 0.009, -0.007], [-0.015, -0.006, -0.016], [0.000, 0.004, 0.016], [-0.007, -0.020, -0.007], [-0.002, 0.006, -0.011], [-0.001, -0.011, -0.006], [0.001, 0.009, 0.002], [-0.006, -0.006, -0.004]], "mulliken_charge": [1.285, -1.184, -0.727, 0.617, -0.177, 1.039, -0.705, -0.973, -0.799, -0.624, 0.121, 0.160, -0.151, -1.099, -0.631, -1.024, 1.399, -0.988, -0.961, -0.199, -0.147, 0.257, 0.447, 0.663, 0.365, 0.353, 0.356, 0.606, 0.600, 0.359, 0.323, 0.383, 0.464, 0.380, -1.231, 0.705, -0.078, -0.296, -0.761, -0.800, 1.035, -0.882, -0.614, -0.966, -0.002, -0.233, 0.545, -0.467, -0.561, 0.588, -0.245, -0.055, -0.980, -0.631, -0.817, 0.763, -0.689, 1.336, -0.874, 0.031, -0.787, -0.972, -0.311, 0.271, 0.485, 0.410, 0.935, 0.418, 0.387, 0.505, 0.802, 0.491, 0.380, 0.473, -0.017, 0.308, 0.869, 0.614, 0.817, -0.205, -0.466, -0.851, 0.613, -0.387, 0.005, 0.208, 0.426, 0.082, 0.299, 0.361, -0.804, 0.331, 0.120, 0.204, -0.459, 0.092, -1.040, 0.219, -0.413, 0.338, 0.319, -0.151, 0.315, 0.344, 0.315, -2.317, 2.165, -2.002, -0.271, -0.797, 0.298, 1.808, -2.185, -1.766, 0.540, 0.351, 0.394, 0.474, 0.305, 0.381, 0.397, 0.371, 0.440, 0.071, 0.536, 0.308]}